# C17H17F2N3O

The molecule C17H17F2N3O at a distorted geometry (ωB97M-V/def2-TZVPD, the Open Molecules 2025 dataset).

Output
total charge: 0
total energy: -29855.214 eV
SMILES: O=C(C[C@@H]1c2ccccc2-c2cnnn21)C1CCC(F)(F)CC1
HOMO-LUMO gap: 9.268 eV
HOMO level: -0.3255 Eh

Each line ends with the Mulliken charge.
CARTESIAN COORDINATES (ANGSTROEM)
F  5.13650  2.00074  -0.43346  -0.360
F  3.27508  2.53825  0.64900  -0.327
O  -0.23700  0.38455  -1.01198  -0.608
N  -2.79795  -2.60420  0.50119  0.529
N  -3.72187  -4.47070  0.51980  -0.532
N  -2.72406  -3.88236  -0.02612  -0.413
C  -0.44301  -1.71528  0.06295  -1.031
C  -3.66152  -2.47095  1.50884  0.308
C  -3.09939  0.05691  4.27334  -0.909
C  -1.60426  0.33555  2.23725  -0.825
C  -3.42346  -1.35620  2.28623  -0.011
C  -1.96167  -1.41427  0.25936  0.520
C  2.45508  0.21195  -1.79734  -0.957
C  2.93635  1.57109  -1.48340  -0.919
C  -3.73631  -0.97488  3.56256  -0.517
C  1.86429  -0.56345  -0.61936  0.672
C  3.93612  0.28633  0.60652  -1.404
C  -2.29768  -0.77310  1.62033  0.565
C  -2.04858  0.64584  3.56727  -0.347
C  3.83778  1.63429  -0.17168  0.988
C  0.35527  -0.49918  -0.41302  0.263
C  2.59757  -0.34255  0.73514  -0.677
C  -4.40158  -3.59325  1.52208  -0.686
H  -2.41080  -0.92443  -0.58988  0.307
H  -0.27071  -2.51590  -0.64547  0.517
H  1.95447  0.34641  1.33981  0.264
H  -1.58316  1.52938  4.03852  0.308
H  0.05016  -2.08799  1.00305  0.390
H  1.85356  0.15322  -2.76283  0.349
H  4.40142  0.36284  1.57994  0.507
H  -0.78364  0.80781  1.73617  0.524
H  3.38932  -0.36949  -2.14205  0.378
H  -4.56405  -1.50987  4.00786  0.347
H  3.58050  1.86491  -2.33751  0.369
H  -5.17080  -3.94787  2.15019  0.442
H  2.07065  -1.59000  -0.87363  0.487
H  2.16381  2.34836  -1.39785  0.336
H  -3.41037  0.61222  5.13808  0.384
H  4.48548  -0.44739  0.02307  0.378
H  2.66526  -1.25937  1.35440  0.390

Cartesian forces, eV/Å:
-0.5 0.5 -0.2
0.1 0.9 0.6
-0.1 0.1 1.0
2.6 -0.6 -1.4
-1.6 0.1 1.8
-2.2 2.3 1.2
0.4 0.4 1.8
-2.3 -2.8 -0.8
0.9 0.0 -3.0
-2.5 -2.9 0.9
3.7 2.9 -0.1
0.4 -1.1 1.8
0.6 -1.8 -1.6
1.7 1.8 0.2
-1.6 -0.1 1.5
0.2 -1.2 0.9
0.0 0.0 -1.3
1.2 3.7 0.9
1.1 1.6 -0.8
-0.3 -2.2 -0.5
-0.6 0.3 -3.1
-2.1 0.7 1.2
2.5 -2.4 -2.8
0.3 0.6 -0.2
-0.1 -0.1 -0.4
0.4 -0.4 -0.2
-0.1 -0.6 -0.2
-0.8 0.2 -0.5
0.2 0.3 1.5
0.3 0.5 0.1
0.2 0.4 0.1
-1.2 0.6 0.8
-0.1 0.0 0.3
-0.2 0.2 0.6
-0.6 -0.4 0.3
-0.1 -0.8 -0.1
0.1 -0.4 0.2
-0.4 -0.8 0.6
0.7 0.3 -0.2
-0.1 0.3 -0.6

# C6H13NO

A structure of composition C6H13NO at a distorted geometry (ωB97M-V/def2-TZVPD, the Open Molecules 2025 dataset).

Output
total charge: 0
total energy: -9965.612 eV
HOMO-LUMO gap (spin up / spin down): 6.978 / 7.060 eV
HOMO level (spin up / spin down): -0.2295 / -0.2396 Eh

Each line ends with the Mulliken charge.
CARTESIAN COORDINATES (ANGSTROEM)
O  -1.64196  -0.11464  -1.12512  -0.315
N  -2.33390  -1.07488  0.80332  -0.380
C  0.96186  1.98281  -0.88930  -1.029
C  0.87208  -0.80187  0.77807  -0.220
C  0.48467  1.61782  0.47115  -0.355
C  -0.04316  0.47685  0.98856  -0.371
C  1.30084  -1.14567  -0.64446  -1.106
C  -1.81660  0.01191  0.20027  0.125
H  0.30603  1.65349  -1.68921  0.260
H  1.96729  1.61523  -1.08527  0.248
H  -0.38524  0.50221  2.01815  0.388
H  2.27686  -0.73391  -0.88493  0.282
H  1.73971  -0.73791  1.43448  0.375
H  0.58035  -0.78089  -1.37234  0.237
H  0.97892  3.07422  -0.97317  0.359
H  -2.14506  -1.57519  1.66015  0.229
H  -2.94112  -1.73882  0.30967  0.165
H  1.35657  -2.23025  -0.75611  0.346
H  -2.09557  -0.88714  -1.51701  0.196
H  0.21246  -1.59355  1.15355  0.253
H  0.36499  2.48019  1.11954  0.312

Cartesian forces, eV/Å:
-1.0 0.2 -0.4
-1.7 -2.5 -0.3
0.2 0.2 0.0
-2.1 0.0 0.0
-0.2 2.1 0.7
1.7 -1.7 -0.3
-0.1 -0.1 0.0
1.3 0.4 0.6
-0.1 -0.4 -0.1
0.2 0.0 -0.3
0.1 0.3 0.1
0.1 0.1 -0.1
-0.2 0.1 0.1
0.1 0.0 0.0
0.2 -0.1 0.1
0.6 1.4 0.5
0.4 0.4 -0.7
0.1 0.0 0.0
0.2 -0.1 0.2
0.4 -0.4 0.0
-0.2 0.2 -0.1

# C22H41Cl24FI2N3O5P

A cluster of 13 separate species, C22H41Cl24FI2N3O5P in total at a distorted geometry (ωB97M-V/def2-TZVPD, the Open Molecules 2025 dataset).

Output
total charge: 0
total energy: -366934.654 eV
HOMO-LUMO gap: 8.655 eV
HOMO level: -0.3140 Eh

Each line ends with the Mulliken charge.
CARTESIAN COORDINATES (ANGSTROEM)
I  6.50899  -2.64682  3.13017  0.152
I  7.39115  -0.47171  -1.30694  0.039
Cl  -2.20723  -4.84128  -4.58338  -0.156
Cl  -10.57019  6.27110  4.17907  -0.146
Cl  3.81855  -10.23186  2.83080  -0.161
Cl  2.02507  -9.34586  0.68859  -0.152
Cl  -7.29545  7.07595  5.77774  -0.093
Cl  1.67790  1.55738  -3.37294  -0.140
Cl  -5.10997  -0.03953  1.54315  -0.170
Cl  -1.79163  2.31313  -0.56168  -0.120
Cl  -4.52431  -1.18563  -5.33809  -0.146
Cl  -3.02854  0.24508  -3.25634  -0.076
Cl  3.40276  -5.16076  -2.74505  -0.175
Cl  -7.59900  4.16725  3.95133  -0.068
Cl  3.50480  -6.12587  0.01811  -0.143
Cl  1.57592  -0.51612  -5.45473  -0.164
Cl  -1.14931  1.21299  2.12666  -0.107
Cl  -0.55466  5.54599  -0.30998  -0.140
Cl  -9.48398  2.15142  2.94068  -0.194
Cl  -0.42685  -2.75867  -3.56597  0.014
Cl  -0.87087  -3.76781  -9.55417  -0.174
Cl  -12.77018  7.09258  2.42289  -0.151
Cl  -5.34453  6.02333  7.69534  -0.151
Cl  -5.12637  1.99204  3.66154  -0.136
Cl  -2.17146  -2.69270  -7.15722  -0.080
Cl  0.96799  5.25664  -2.81897  -0.153
P  3.68634  -1.52342  -0.94889  0.893
F  1.27536  0.29867  -0.51339  -0.304
O  2.38453  -2.17903  -1.25088  -0.539
O  4.86013  -2.59523  -1.08265  -0.391
O  4.89011  -0.12167  3.88202  -0.549
O  3.96573  -0.34317  -1.98671  -0.563
O  3.37167  0.68622  2.43734  -0.435
N  5.45276  0.91172  0.86745  -0.309
N  1.66183  -0.75576  2.14643  -0.575
N  3.56414  -2.26298  1.50621  -0.615
C  -11.02095  7.04268  2.65032  -0.237
C  -3.03071  -0.32920  -4.93364  -0.245
C  3.78914  -0.98164  0.80056  1.280
C  -1.89196  -3.70651  -3.26773  -0.364
C  1.92489  1.00735  0.49653  -0.021
C  8.42985  -2.52228  0.62369  -1.600
C  3.15412  3.24601  0.88962  -1.476
C  -0.86940  -3.70717  -7.78832  -0.210
C  -2.41087  1.75945  1.00692  0.025
C  2.67365  0.00039  1.40323  0.452
C  2.46762  -5.62414  -1.32150  0.014
C  -0.62555  5.39812  -2.07123  -0.106
C  3.70260  -9.53219  1.21251  -0.049
C  6.31786  -1.37966  1.43150  -1.585
C  -5.58927  6.97417  6.22611  -0.289
C  -9.07902  3.26060  4.26453  -0.069
C  7.28178  -1.54669  0.50556  0.360
C  4.50146  -0.00513  2.76765  -0.210
C  -5.92619  0.56711  2.99570  0.040
C  5.13099  -0.42186  1.38702  1.392
C  2.67679  2.17529  -0.11650  -0.212
C  0.79840  0.16136  -4.01612  0.283
H  -2.19238  -1.00221  -5.06558  -0.017
H  -0.20448  0.47521  -4.27384  0.165
H  4.48256  -3.29653  -1.64077  0.059
H  3.51977  1.87345  -0.73864  0.240
H  5.24527  0.98535  -0.11925  0.078
H  -1.00549  -4.71162  -7.40607  0.254
H  -1.20303  4.51396  -2.31609  0.035
H  -2.73431  -3.02820  -3.18000  0.212
H  -10.58072  6.47488  1.83964  0.237
H  1.13184  1.47559  1.09285  -0.053
H  -9.89976  3.96708  4.37051  0.028
H  -2.95289  2.57417  1.47086  0.378
H  2.70781  -2.68881  1.16787  0.344
H  -1.75759  -4.26564  -2.34994  0.393
H  4.16864  -8.55548  1.22366  0.062
H  8.07426  -3.54826  0.53740  0.336
H  1.89063  -4.76136  -1.00593  0.020
H  2.91243  3.00633  1.92123  0.321
H  3.10728  -0.09024  -2.35985  0.010
H  9.14939  -2.33957  -0.17299  0.459
H  -8.94540  2.68379  5.17228  0.305
H  -6.94171  0.83332  2.72977  -0.016
H  4.29316  -2.92328  1.24648  0.366
H  0.77171  -0.59575  -3.24392  -0.103
H  6.43577  1.09678  1.01509  0.468
H  -5.04914  6.49921  5.41570  0.230
H  -5.91623  -0.21591  3.74406  0.299
H  4.22206  3.42423  0.78565  0.284
H  -10.64150  8.05701  2.65813  0.289
H  -1.10363  6.28630  -2.46563  0.354
H  -2.93990  0.52833  -5.59034  0.440
H  -3.07406  0.91723  0.83086  -0.169
H  1.19773  -0.09886  2.75681  0.282
H  8.96313  -2.36432  1.56092  0.421
H  2.67179  4.19910  0.65946  0.417
H  -5.21623  7.97648  6.39701  0.309
H  0.07696  -3.29789  -7.45475  0.211
H  4.20857  -10.18855  0.51519  0.287
H  1.81788  -6.44975  -1.58731  0.342
H  1.96786  2.65448  -0.79569  0.259
H  0.97550  -1.15173  1.51124  0.367

Cartesian forces, eV/Å:
0.0 0.0 -0.2
0.1 0.0 0.0
-0.1 -0.2 0.2
-0.1 0.3 0.0
0.0 0.0 0.0
0.0 0.0 0.0
0.0 0.2 0.0
0.0 0.0 -0.2
-0.4 -0.2 0.1
0.1 -0.2 0.1
0.0 0.0 0.0
0.1 0.0 0.0
0.1 0.0 -0.1
-0.2 0.0 -0.1
0.1 0.2 0.0
0.0 0.0 0.0
-0.3 0.1 -0.1
0.1 0.1 -0.1
0.0 0.0 0.0
-0.1 -0.2 0.0
0.0 0.0 0.0
0.0 0.0 0.0
0.0 0.0 0.0
0.2 -0.2 0.0
0.0 0.1 -0.3
0.0 0.0 0.1
-1.4 -0.4 -0.4
0.1 -0.3 0.1
0.3 0.2 0.3
0.0 0.6 -0.1
0.1 0.4 -0.2
0.4 -0.2 0.4
-0.4 -0.2 0.3
0.1 -0.5 -0.3
0.2 -0.3 -0.6
0.6 -0.3 -0.4
0.0 0.0 -0.1
-0.1 0.1 0.0
0.0 -0.8 0.1
0.0 0.1 0.0
0.7 1.2 0.1
0.2 0.5 -0.4
-0.3 0.3 -0.3
0.1 0.0 0.1
-0.2 -0.2 -0.1
-0.5 -0.2 0.3
-0.3 0.1 0.1
-0.2 0.0 0.0
0.1 0.0 0.0
0.3 -0.2 -0.4
0.0 0.0 0.0
-0.1 0.1 0.2
-0.4 0.1 0.7
0.3 -0.1 -0.2
0.0 0.0 0.0
-0.7 0.6 0.6
0.3 0.4 -0.2
0.0 0.0 0.0
0.0 -0.1 0.0
0.0 0.1 0.0
0.2 -0.3 -0.1
-0.1 -0.2 0.0
0.2 0.0 0.0
-0.1 0.0 0.0
0.0 0.0 0.0
0.0 0.0 -0.1
0.0 -0.1 0.0
0.3 -0.4 0.1
0.2 -0.2 -0.1
0.1 0.0 0.0
-0.2 0.2 0.2
0.1 0.0 0.0
0.0 0.0 0.0
0.0 0.0 0.2
0.1 0.1 0.0
0.2 -0.1 0.0
0.0 0.3 -0.2
-0.1 -0.1 0.0
0.1 -0.1 -0.1
0.0 0.1 -0.1
0.1 0.1 0.0
0.1 0.0 0.1
0.0 0.1 -0.1
0.0 -0.1 0.0
0.1 0.0 0.0
0.0 -0.2 0.3
0.0 0.0 0.1
0.0 0.0 0.0
-0.1 0.0 0.0
0.3 0.3 0.0
-0.1 0.0 0.0
-0.2 -0.2 0.1
-0.1 0.0 0.0
0.0 0.0 0.0
0.0 0.0 0.0
0.0 0.0 0.0
0.1 -0.1 0.0
-0.1 -0.1 0.0
-0.1 0.1 0.0